1.
One molecule with the formula C5H10OS2. Source: the Open Molecules 2025 dataset; level of theory: ωB97M-V/def2-TZVPD.

Calculated values
HOMO level	-0.333	Ha
frontier orbital gap	9.67	eV

Each line ends with the Mulliken charge.
Positions of all 18 atoms, in Å:
C 1.280 -0.643 0.508  -0.92
C -0.180 -0.050 -1.358  -1.03
C -0.133 -0.181 0.162  1.48
C -1.142 -1.233 0.631  -1.90
C -0.440 1.164 0.821  -1.64
O 0.853 2.362 -1.834  -0.54
S 2.504 0.393 -0.365  -0.15
S 1.234 0.969 -2.000  0.37
H 1.493 -0.546 1.570  0.43
H 1.446 -1.677 0.201  0.42
H -0.082 -1.023 -1.841  0.48
H -1.087 0.443 -1.702  0.47
H -2.152 -0.926 0.373  0.41
H -1.085 -1.352 1.710  0.41
H -0.945 -2.198 0.167  0.44
H -1.448 1.485 0.568  0.40
H 0.251 1.934 0.489  0.43
H -0.367 1.080 1.903  0.42

2.
C24H22Cl4O8S2W as an isolated structure. Source: the Open Molecules 2025 dataset; level of theory: ωB97M-V/def2-TZVPD.

Calculated values
HOMO level (alpha / beta)	-0.262 / -0.262	Ha
frontier orbital gap (alpha / beta)	5.84 / 5.84	eV

Each line ends with the Mulliken charge.
Positions of all 61 atoms, in Å:
W 0.048 0.175 0.502  2.18
C -3.691 -0.923 -1.233  -2.42
C -2.745 0.179 -0.870  0.82
C -2.276 1.062 -1.850  2.11
C -2.603 0.864 -3.313  -2.71
C -1.392 2.068 -1.471  0.63
C -0.892 3.048 -2.488  -2.09
C -0.934 2.182 -0.115  1.91
C -0.164 3.434 0.267  -2.62
C -1.622 1.468 0.951  0.17
C -1.868 2.106 2.299  -1.95
C -2.340 0.296 0.493  1.29
C -3.021 -0.572 1.532  -2.61
H -4.424 -1.078 -0.444  0.44
H -3.139 -1.858 -1.366  0.41
H -4.228 -0.702 -2.151  0.50
H -3.420 1.511 -3.643  0.34
H -2.878 -0.167 -3.519  0.60
H -1.725 1.082 -3.919  0.54
H -1.627 3.199 -3.275  0.50
H 0.026 2.668 -2.943  0.28
H -0.677 4.013 -2.037  0.45
H -0.790 4.319 0.126  0.54
H 0.731 3.536 -0.344  0.48
H 0.153 3.393 1.302  0.53
H -2.730 1.651 2.780  0.49
H -2.072 3.169 2.172  0.41
H -1.008 1.995 2.961  0.21
H -4.054 -0.244 1.681  0.50
H -2.494 -0.530 2.479  0.52
H -3.029 -1.616 1.220  0.52
Cl 2.933 -1.820 6.172  -0.21
C 2.443 -0.852 4.840  0.47
C 3.219 0.226 4.437  0.49
Cl 4.677 0.603 5.263  -0.21
C 2.819 1.011 3.345  -0.06
Cl 3.776 2.325 2.785  -0.22
C 1.649 0.710 2.677  -0.22
O 1.154 1.375 1.625  -0.50
C 0.855 -0.381 3.093  -0.19
O -0.253 -0.557 2.363  -0.57
C 1.254 -1.158 4.163  0.01
Cl 0.286 -2.506 4.605  -0.22
O 1.628 0.927 -0.848  -0.82
S 1.295 -0.015 -1.953  1.90
O 1.381 0.581 -3.250  -0.77
O -0.071 -0.455 -1.544  -0.52
C 2.182 -1.539 -2.037  0.05
C 3.074 -1.743 -3.077  -0.55
C 3.494 -3.023 -3.390  -0.68
C 2.983 -4.115 -2.696  -0.64
C 2.126 -3.918 -1.626  -0.58
C 1.724 -2.639 -1.286  -0.08
S 1.013 -2.345 0.304  1.42
O 1.318 -3.455 1.139  -0.68
O 1.691 -1.061 0.667  -0.75
O -0.431 -1.979 0.281  -0.69
H 3.406 -0.884 -3.646  0.51
H 4.203 -3.178 -4.191  0.42
H 3.272 -5.117 -2.981  0.42
H 1.784 -4.745 -1.017  0.50

3.
An isolated ion of composition C4H10NO2 and charge -1. Source: the Open Molecules 2025 dataset; level of theory: ωB97M-V/def2-TZVPD.

Calculated values
HOMO level	-0.105	Ha
frontier orbital gap	6.68	eV
charge	-1
SMILES	N[C@@H](C[O-])CCO

Each line ends with the Mulliken charge.
Positions of all 17 atoms, in Å:
N -0.090 1.047 -1.203  -0.82
C -0.486 -0.264 -0.533  -0.02
C -0.247 -1.422 -1.527  -0.32
O -0.653 -1.183 -2.783  -0.89
C 0.550 -0.366 0.634  -1.10
C 0.279 0.490 1.983  -0.29
O 0.283 1.971 1.855  -0.54
H -0.445 0.740 -2.146  0.31
H -0.955 1.679 -0.968  0.23
H -1.478 -0.143 -0.165  0.56
H 0.931 -1.355 -1.432  0.13
H -0.387 -2.235 -0.735  0.16
H 1.587 -0.058 0.282  0.41
H 0.549 -1.418 0.882  0.40
H 0.915 0.020 2.813  0.24
H -0.858 0.198 2.087  0.21
H 0.506 2.301 0.957  0.33

4.
C27H35AlN4O6Sb as an isolated structure. Source: the Open Molecules 2025 dataset; level of theory: ωB97M-V/def2-TZVPD.

Calculated values
HOMO level (alpha / beta)	-0.391 / -0.391	Ha
frontier orbital gap (alpha / beta)	6.03 / 6.05	eV
charge	+1

Each line ends with the Mulliken charge.
Positions of all 74 atoms, in Å:
O -1.814 0.837 -4.099  -0.45
H -1.445 1.391 -4.811  0.45
Al -1.114 0.539 -2.405  -0.40
N -1.139 2.188 -1.363  0.91
N 0.720 1.118 -2.639  1.12
N -2.312 -0.319 -1.146  0.73
N -0.679 -1.300 -2.679  1.02
O -2.118 2.573 -0.569  -0.86
O -2.957 0.284 -0.107  -0.58
O 0.353 -1.710 -3.467  -0.66
O 1.669 0.422 -3.207  -0.91
C 1.043 2.338 -2.129  0.32
C 0.010 2.912 -1.349  0.33
C -2.393 -1.667 -1.199  0.41
C -1.465 -2.233 -2.115  0.38
C 0.172 4.064 -0.429  -1.50
H 0.471 3.714 0.570  0.07
H -0.762 4.627 -0.336  0.33
H 0.956 4.734 -0.797  0.52
C 2.421 2.857 -2.292  -1.52
H 2.746 2.741 -3.333  0.39
H 3.133 2.322 -1.645  0.20
H 2.454 3.919 -2.030  0.43
C -3.236 -2.451 -0.267  -1.36
C -1.269 -3.685 -2.330  -1.43
H -4.028 -1.831 0.165  0.35
H -2.627 -2.864 0.550  0.02
H -3.691 -3.295 -0.801  0.52
H -0.704 -3.857 -3.252  0.43
H -2.239 -4.189 -2.407  0.42
H -0.724 -4.144 -1.494  0.18
H -2.675 1.304 -0.225  0.42
H 1.000 -0.877 -3.447  0.50
C -3.170 1.425 -3.583  -0.68
H -3.028 2.397 -3.096  0.30
H -3.628 0.680 -2.928  0.25
H -3.772 1.523 -4.490  0.51
O -5.273 2.903 -0.942  -0.63
H -5.551 2.076 -0.516  0.31
H -4.369 3.041 -0.598  0.32
C 0.725 3.363 3.752  -0.59
C 1.960 2.919 3.267  -0.66
C 2.018 1.875 2.335  -0.52
C 0.835 1.269 1.895  0.43
C -0.402 1.742 2.340  0.09
C -0.457 2.776 3.285  -0.92
Sb 0.919 -0.448 0.566  0.88
C 2.975 -1.007 0.973  -0.06
C 3.924 -0.824 -0.038  -0.47
C 5.275 -1.090 0.232  -0.52
C 5.661 -1.557 1.496  -0.55
C 4.696 -1.771 2.489  -0.63
C 3.344 -1.506 2.223  -0.16
C -0.058 -2.088 1.601  0.49
C 0.203 -3.395 1.176  -0.68
C -0.394 -4.474 1.840  -0.64
C -1.252 -4.245 2.921  -0.61
C -1.509 -2.935 3.341  -0.63
C -0.908 -1.853 2.684  -0.33
H 0.683 4.163 4.494  0.39
H 2.886 3.377 3.619  0.40
H 2.989 1.522 1.978  0.36
H -1.333 1.305 1.971  0.24
H -1.427 3.109 3.658  0.40
H 3.617 -0.471 -1.028  0.39
H 6.022 -0.931 -0.547  0.40
H 6.714 -1.758 1.706  0.37
H 4.986 -2.143 3.473  0.39
H 2.597 -1.687 3.001  0.39
H 0.894 -3.584 0.349  0.64
H -0.174 -5.493 1.514  0.42
H -1.714 -5.087 3.441  0.39
H -2.168 -2.748 4.192  0.43
H -1.090 -0.835 3.035  0.31

Results for relative energy (zero: lowest compared OMol25 entry of this formula, charge and spin): 0.0; 91.1; 409.5; 0.0 (in kJ/mol, following the order of the records).